Record 1
9 unconnected molecules or ions with the total composition C23H59Cl8NO17P4, computed with wB97M-V/def2-TZVPD.

Properties
- HOMO (spin up / spin down): -12.01 / -12.01 eV
- Orbital gap (spin up / spin down): 0.3203 / 0.1129 Eh
- Maximum force: 0.074 hartree/bohr

```
! wB97M-V def2-TZVPD RIJCOSX def2/J DEFGRID3
* xyz 1 2
C -5.82529 0.41049 19.43102
C -6.79546 -0.72902 19.44944
O -7.98991 -0.52852 19.26413
N -6.29795 -1.96332 19.65522
C -7.06415 -3.13900 19.57070
H -6.13078 1.12136 20.19876
H -5.93490 0.96353 18.49816
H -4.78286 0.14605 19.60848
H -5.30798 -2.16292 19.66959
H -8.13576 -3.05204 19.75010
H -6.63074 -3.96075 20.14078
H -6.95285 -3.48725 18.54385
C -7.60157 -0.47150 28.21050
O -6.33034 -0.34983 28.74040
P -5.75561 -1.36327 29.85158
O -6.56952 -1.57112 31.09930
O -5.57606 -2.75743 29.04229
C -6.59008 -3.64644 28.69039
O -4.24170 -0.83213 30.16282
C -3.50056 -1.50026 31.17049
H -8.43461 -0.81874 28.82172
H -7.57455 -0.99178 27.25306
H -8.01306 0.53370 28.11912
H -7.55986 -3.19580 28.90146
H -6.55287 -4.59574 29.22475
H -6.49122 -4.03764 27.67782
H -2.48042 -1.69002 30.83671
H -3.85138 -2.51376 31.36503
H -3.62819 -1.01438 32.13783
C -9.86799 -3.20184 26.43181
O -8.51328 -3.34213 26.04312
P -8.04678 -3.43841 24.43954
O -6.62754 -3.72978 24.31822
O -9.07439 -4.48369 23.73572
C -8.71003 -5.02047 22.43617
O -8.54581 -1.94715 23.87938
C -8.56287 -1.47667 22.56675
H -10.17882 -4.06749 27.01674
H -10.61366 -3.16557 25.63761
H -10.02970 -2.27594 26.98377
H -9.25325 -4.41638 21.70946
H -9.08930 -6.04193 22.40637
H -7.62789 -5.07727 22.31852
H -9.51067 -1.02392 22.27556
H -8.27542 -2.27573 21.88339
H -7.90706 -0.62290 22.39621
C -8.76132 -9.52868 24.36006
O -8.28471 -8.44085 25.23167
P -9.24004 -7.70803 26.37176
O -10.31244 -8.60175 26.87456
O -8.18445 -7.10665 27.43878
C -7.49926 -8.01352 28.22741
O -9.88312 -6.35493 25.70154
C -11.19594 -6.40496 25.19816
H -8.78804 -9.15608 23.33607
H -9.74467 -9.90893 24.63669
H -8.15047 -10.42702 24.44921
H -7.42834 -7.51054 29.19182
H -6.44386 -8.05087 27.95753
H -8.01989 -8.96931 28.28660
H -11.37881 -7.25282 24.53802
H -11.20406 -5.46975 24.63831
H -12.00682 -6.36149 25.92528
C -5.65341 -6.92532 25.17726
O -5.04110 -8.14808 25.29678
P -3.49244 -8.42978 25.02813
O -3.16010 -8.75014 23.63292
O -2.83203 -7.06173 25.65703
C -1.38409 -6.99004 25.52327
O -3.19524 -9.57165 26.16712
C -3.53232 -9.42469 27.50414
H -6.24849 -6.71536 26.06602
H -6.16547 -6.99897 24.21785
H -5.01395 -6.04277 25.19492
H -0.86547 -7.72129 24.90325
H -0.85564 -7.10409 26.46976
H -1.08519 -6.01617 25.13553
H -4.40380 -8.77077 27.53612
H -2.72972 -8.96506 28.08092
H -3.74009 -10.38599 27.97406
Cl -5.14657 0.12585 23.13375
C -5.50264 -0.31697 24.82639
C -4.58951 -1.38189 25.40469
Cl -2.92701 -1.14582 25.10340
H -6.53479 -0.65437 24.92094
H -5.51214 0.57388 25.45442
H -4.78003 -2.41342 25.10843
H -4.65011 -1.33766 26.49211
Cl -3.55417 -5.59663 20.94554
C -4.21662 -4.53841 22.20379
C -3.31468 -4.72760 23.45855
Cl -1.68005 -4.15388 23.16887
H -5.26572 -4.73242 22.42706
H -4.18180 -3.50778 21.85069
H -3.27924 -5.78480 23.72156
H -3.61371 -4.05279 24.26063
Cl -6.73155 3.88085 20.55283
C -7.28674 4.26235 22.21498
C -7.61268 2.97716 22.95010
Cl -8.84230 1.94220 22.08225
H -8.14627 4.90705 22.03147
H -6.48259 4.80902 22.70751
H -8.05097 3.36704 23.86879
H -6.74783 2.36555 23.20719
Cl -12.80123 -0.80530 19.62699
C -11.70482 0.49028 20.01312
C -12.12715 1.35850 21.23950
Cl -12.19956 0.37031 22.74172
H -11.63863 1.05867 19.08542
H -10.69998 0.11075 20.19851
H -13.13478 1.77119 21.28922
H -11.40552 2.16151 21.38961
*
```

Record 2
8 unconnected molecules or ions with the total composition C23H60F9N5O14S3, computed with wB97M-V/def2-TZVPD.

Properties
- Energy relative to the best compared isomer or geometry (same formula, charge and spin): 838.64 kJ/mol
- HOMO: -8.88 eV
- Orbital gap: 0.1176 Eh
- Maximum force: 0.096 hartree/bohr

```
! wB97M-V def2-TZVPD RIJCOSX def2/J DEFGRID3
* xyz 2 1
C 3.29770 -4.89729 -4.20842
C 2.27478 -3.80870 -3.77614
C 1.00206 -3.88629 -4.63479
O 0.33739 -2.75692 -4.32387
C -0.71921 -2.43359 -5.29845
N 1.98326 -3.87020 -2.26536
H 1.26087 -3.24006 -1.94729
H 1.72957 -4.78934 -1.93234
H 2.84010 -3.53189 -1.85127
H 2.86321 -5.89423 -4.13481
H 4.25965 -4.85980 -3.69720
H 3.47758 -4.79568 -5.27866
H 2.66534 -2.80541 -3.94633
H 0.23537 -4.64888 -4.49790
H 1.18707 -3.93481 -5.70788
H -0.33078 -2.29486 -6.30740
H -1.30975 -1.54652 -5.06941
H -1.47122 -3.22263 -5.29910
C 1.07272 -5.94936 2.58193
C 1.18919 -5.21024 3.84630
C 0.40433 -3.82094 3.71548
O 0.75320 -3.11527 4.89821
C -0.32370 -2.30785 5.32028
N 0.71129 -6.06455 5.05535
H 1.02271 -5.69770 5.94334
H -0.29711 -6.02590 5.09714
H 1.05099 -7.01474 5.09819
H 1.40964 -5.39892 1.70353
H 0.11769 -6.37545 2.27455
H 1.59643 -6.89778 2.70165
H 2.24170 -5.03510 4.06908
H -0.64494 -4.11565 3.69932
H 0.68373 -3.37963 2.75880
H -0.38826 -2.01411 6.36797
H -1.23244 -2.89656 5.44559
H -0.63818 -1.59768 4.55551
C 1.65626 -0.17172 3.24583
C 3.11449 -0.72617 3.14482
C 3.32926 -2.17492 3.66186
O 4.59827 -2.66875 3.58432
C 5.50696 -2.24866 4.53766
N 3.58406 -0.71222 1.66942
H 3.79294 0.24828 1.43721
H 4.40809 -1.09653 1.22969
H 2.75242 -0.87752 1.12064
H 1.38311 0.62700 2.55622
H 1.52908 0.21322 4.25763
H 0.93630 -0.95942 3.02382
H 3.93170 -0.06219 3.42660
H 2.81856 -2.91155 3.04164
H 3.07309 -2.54595 4.65424
H 6.47535 -2.60023 4.18165
H 5.28498 -2.61825 5.53878
H 5.58238 -1.16206 4.57884
C 2.04714 0.99917 -3.08514
C 1.64637 1.13084 -4.59467
C 0.11748 1.42966 -4.82370
O -0.12845 1.62485 -6.24218
C -1.38060 2.08227 -6.63130
N 2.45634 2.24047 -5.23161
H 2.03383 3.13776 -5.04066
H 3.42897 2.21935 -4.96025
H 2.30850 2.11737 -6.22312
H 1.97813 1.99400 -2.64510
H 3.02295 0.57077 -2.85627
H 1.31717 0.40404 -2.53645
H 1.92853 0.21900 -5.12103
H -0.32340 2.30153 -4.34042
H -0.40168 0.50719 -4.56362
H -1.37867 2.15064 -7.71915
H -1.55614 3.11351 -6.32499
H -2.20454 1.46871 -6.26694
C -1.73044 4.61859 0.19584
C -1.64596 5.87217 1.03072
C -1.66758 7.16581 0.09473
O -1.70289 8.32314 0.86333
C -1.85378 9.46594 0.04970
N -2.91806 6.01004 1.87700
H -2.66944 6.54087 2.69950
H -3.73971 6.39350 1.43209
H -3.05671 5.10685 2.30728
H -2.56372 4.52123 -0.50006
H -1.65422 3.67243 0.73164
H -0.79340 4.57741 -0.35948
H -0.81865 5.81257 1.73791
H -2.55412 7.12725 -0.53825
H -0.83412 7.16019 -0.60770
H -0.92819 9.60032 -0.51005
H -1.99421 10.34426 0.67974
H -2.71659 9.53895 -0.61236
C -1.30008 0.02108 -0.78494
F -0.82693 0.37033 -2.04625
F -1.23455 1.12355 -0.00119
F -2.51542 -0.50892 -0.81342
S -0.19240 -1.40585 -0.05292
O -0.72458 -1.79821 1.25068
O -0.19465 -2.46146 -1.09798
O 1.17224 -0.92269 0.07990
C -1.05240 2.25891 3.76104
F -0.37619 3.39207 3.51857
F -0.97823 1.43898 2.67502
F -0.36412 1.65119 4.68661
S -2.88958 2.63555 4.26935
O -2.69450 3.63462 5.30231
O -3.52358 3.10109 3.03178
O -3.37934 1.39295 4.82079
C -6.30551 1.34906 -1.61034
F -5.10711 0.66660 -1.56619
F -6.18032 2.47173 -1.00917
F -6.64040 1.55778 -2.87794
S -7.73272 0.38793 -0.84904
O -7.60023 -1.03953 -1.07608
O -7.57473 0.70643 0.62441
O -8.92408 0.99633 -1.44647
*
```

Record 3
A molecular structure, C23H60LiN5O10, computed with wB97M-V/def2-TZVPD.

Properties
- Energy relative to the best compared isomer or geometry (same formula, charge and spin): 625.18 kJ/mol
- HOMO: -6.53 eV
- Orbital gap: 0.1964 Eh
- Maximum force: 0.074 hartree/bohr

```
! wB97M-V def2-TZVPD RIJCOSX def2/J DEFGRID3
* xyz 0 1
Li -2.44292 2.36554 -1.87671
N 0.11191 -1.81764 -0.29673
O -0.96316 -1.20412 -0.29747
O 0.23461 -2.88704 0.29222
O 1.08301 -1.27121 -0.77155
C 4.05605 -6.49292 4.21317
C 4.62930 -5.14653 3.78270
C 5.06943 -5.13061 2.32671
O 3.63423 -4.23710 4.03876
H 3.62213 -6.31214 5.19659
H 4.81348 -7.27667 4.20064
H 3.27628 -6.77870 3.50721
H 5.50247 -4.83082 4.35367
H 6.04671 -5.57112 2.12929
H 5.28936 -4.11558 1.99587
H 4.34515 -5.44957 1.57718
H 3.10702 -4.22498 3.23658
C -7.46160 -2.37938 4.78594
C -6.08627 -2.03341 4.23800
C -5.10431 -3.06416 4.73878
O -5.03195 -3.10225 6.14961
C -3.85927 -3.75399 6.60697
N -6.15653 -2.00655 2.79703
H -8.11316 -1.54224 4.53541
H -7.43629 -2.53507 5.86447
H -7.78195 -3.28846 4.27695
H -5.80155 -1.04117 4.58802
H -4.14930 -2.90097 4.23934
H -5.30036 -4.07605 4.38419
H -2.90840 -3.23749 6.47592
H -3.74834 -4.78508 6.27138
H -4.01689 -3.79924 7.68458
H -5.21901 -1.87280 2.44596
H -6.41943 -2.93235 2.49060
C -1.53131 -8.72570 -3.15133
C -2.82919 -8.23472 -3.87623
C -3.66498 -9.44861 -4.29386
O -3.07289 -10.23367 -5.31914
C -4.02668 -11.29746 -5.63010
N -3.46943 -7.59609 -2.70068
H -1.00695 -9.49777 -3.71440
H -1.66883 -9.11450 -2.14236
H -0.93828 -7.81754 -3.04345
H -2.59693 -7.55193 -4.69352
H -4.61774 -9.10987 -4.70080
H -3.85193 -10.12980 -3.46373
H -4.14714 -11.93026 -4.75081
H -3.56032 -11.89756 -6.41145
H -4.97875 -10.92546 -6.00862
H -3.37914 -8.25968 -1.94464
H -2.70959 -7.05227 -2.31727
C 5.71204 4.38303 1.62254
O 5.84003 5.77317 1.59752
C 5.25527 6.45712 2.70113
C 5.44542 7.96489 2.47640
N 4.91841 8.40495 1.17913
C 5.36232 9.76291 0.88681
C 4.83757 10.33787 -0.47444
O 5.25915 9.43823 -1.48644
C 4.74341 9.82849 -2.74987
H 4.63489 4.21667 1.60970
H 6.14552 3.93802 2.51818
H 6.18755 3.82845 0.81356
H 5.78843 6.19318 3.61446
H 4.17537 6.31000 2.71795
H 6.48971 8.27721 2.47152
H 4.99147 8.58448 3.24981
H 5.25724 7.80232 0.44282
H 6.44500 9.86130 0.96566
H 4.97972 10.37083 1.70667
H 5.23616 11.31663 -0.74138
H 3.74878 10.30638 -0.43391
H 5.12938 10.77873 -3.11888
H 3.65911 9.93908 -2.76347
H 4.93749 9.06003 -3.49813
C -2.81428 0.85246 -4.74062
O -1.89121 1.82947 -4.15956
C -1.20560 2.68109 -5.09184
C -0.25815 3.60474 -4.31569
N -0.97290 4.45874 -3.39298
C -0.06259 5.11574 -2.41497
C -0.89449 5.22540 -1.10011
O -1.28929 3.94262 -0.65860
C -1.74501 3.73587 0.68968
H -3.57341 1.36754 -5.32927
H -3.27660 0.44263 -3.84261
H -2.22934 0.06186 -5.21062
H -1.89283 3.29453 -5.67452
H -0.59129 2.15235 -5.82062
H 0.29840 4.25486 -4.99074
H 0.52612 3.06684 -3.78307
H -1.43223 5.16583 -3.94899
H 0.12598 6.11917 -2.79660
H 0.92882 4.71009 -2.21337
H -1.82247 5.75562 -1.31419
H -0.27004 5.66003 -0.31954
H -1.05314 3.93687 1.50761
H -1.90351 2.66020 0.76658
H -2.65073 4.32625 0.82839
*
```

Record 4
A molecular structure, C23H62F6NO16S2V, computed with wB97M-V/def2-TZVPD.

Properties
- HOMO: -10.21 eV
- Orbital gap: 0.3087 Eh
- Maximum force: 0.058 hartree/bohr

```
! wB97M-V def2-TZVPD RIJCOSX def2/J DEFGRID3
* xyz 0 1
O -2.81652 -3.24390 0.47148
V -2.58318 -1.69734 0.78892
O -3.98988 -0.95946 0.94541
C 0.99423 -1.88821 -0.94026
F 0.58158 -2.99534 -1.53914
F 2.30153 -1.77419 -1.03087
F 0.43022 -0.81530 -1.47952
S 0.55158 -1.99766 0.88187
O -0.03921 -3.27125 1.05411
O 1.74613 -1.79834 1.60654
N -0.67831 -0.83929 1.08824
S 0.04135 0.43840 1.84056
O 0.21937 0.15101 3.21926
O 1.11702 0.95369 1.07791
C -1.27846 1.73250 1.75128
F -1.08051 2.55384 2.78316
F -1.15907 2.43468 0.61656
F -2.49283 1.18748 1.82370
O -0.98712 -5.71594 2.05828
H -0.11049 -5.85790 2.42606
H -0.97499 -4.79411 1.77140
O 4.39919 -1.39828 2.81755
H 3.47593 -1.60535 2.62921
H 4.42380 -0.44062 2.91236
O -2.40268 -1.00846 -1.21262
H -2.72885 -1.56377 -1.94226
H -2.08945 -0.14703 -1.58266
C -0.81481 6.44094 4.31161
C -0.78132 5.65954 5.63407
C -0.49465 4.19176 5.41312
O 0.18990 6.23025 6.50253
H -0.65184 7.50584 4.46581
H -1.72416 6.24009 3.74217
H -0.00507 6.09554 3.64958
H -1.75455 5.85158 6.08521
H -1.31201 3.65012 4.94180
H -0.40098 3.77225 6.42388
H 0.44600 3.96742 4.90930
H 1.03264 6.19317 6.03624
C -3.61012 1.64582 -3.84210
C -2.18356 1.95535 -3.42638
C -1.95825 3.44438 -3.38067
O -1.96505 1.44368 -2.08751
H -4.33292 1.96341 -3.09216
H -3.75733 0.55677 -3.89083
H -3.79141 2.01348 -4.85051
H -1.47019 1.45839 -4.08220
H -1.98288 3.98179 -4.32256
H -0.99664 3.67182 -2.89482
H -2.65757 3.89894 -2.66409
H -1.89930 2.17540 -1.46731
C -5.03726 2.97838 0.79350
C -5.29850 4.44422 1.08008
C -5.79989 5.17752 -0.13216
O -6.26538 4.57251 2.14597
H -4.18732 2.88167 0.11630
H -5.92317 2.53875 0.32932
H -4.85947 2.44555 1.72677
H -4.42372 4.94790 1.49782
H -6.29206 6.11265 0.14518
H -6.60046 4.61573 -0.62610
H -5.00803 5.41322 -0.84525
H -6.84238 3.80314 2.16216
C -1.13330 -4.81647 -3.39915
C -1.71915 -3.42739 -3.59591
C -1.82135 -3.03925 -5.07201
O -2.99914 -3.33017 -2.95529
H -1.81764 -5.53064 -3.87226
H -1.10456 -5.06949 -2.34387
H -0.19514 -4.88056 -3.95309
H -1.10660 -2.68561 -3.08000
H -2.40828 -3.83283 -5.55212
H -0.83801 -2.95950 -5.52860
H -2.41005 -2.13021 -5.18393
H -3.72095 -3.78664 -3.39690
C 3.90624 3.98663 4.22501
C 4.08235 2.54941 4.69049
C 2.95801 1.63970 4.20967
O 5.35911 1.99091 4.35874
H 2.96736 4.35528 4.63735
H 3.91518 4.04077 3.13287
H 4.72018 4.60865 4.59826
H 4.02664 2.53189 5.78403
H 3.05560 0.60278 4.52102
H 2.79061 1.70561 3.12529
H 1.98829 1.98275 4.59753
H 5.51176 2.19361 3.42904
C 4.27961 -4.06520 0.39004
C 4.32972 -5.45844 -0.17975
C 2.96132 -5.98052 -0.56947
O 5.22841 -5.48921 -1.26574
H 3.76627 -3.39088 -0.30209
H 5.28574 -3.66236 0.50244
H 3.75638 -3.98443 1.33922
H 4.72738 -6.06405 0.65359
H 2.53762 -5.25389 -1.27861
H 2.25970 -6.09314 0.25271
H 3.03781 -6.88874 -1.17239
H 5.44428 -6.40682 -1.45231
C 3.13732 -3.80086 -3.90738
C 2.96773 -2.37897 -4.38678
C 3.61383 -2.14337 -5.71086
O 1.55777 -2.03186 -4.46332
H 2.48922 -4.49337 -4.44451
H 3.00767 -3.90772 -2.82607
H 4.18593 -4.10622 -3.99900
H 3.38518 -1.67933 -3.65480
H 3.42740 -1.14436 -6.10603
H 3.39456 -2.92830 -6.43694
H 4.70612 -2.16097 -5.59954
H 1.04919 -2.76511 -4.10283
*
```